Record 1
C30H34IN2NdOS2 | wB97M-V/def2-TZVPD

Element x y z (Å)
Nd: 0.049 -0.223 -0.399
C: 2.556 2.464 0.065
N: 2.488 1.066 -0.458
C: 3.455 0.242 0.284
C: 2.906 -0.108 1.626
N: 1.798 -1.102 1.562
C: 1.022 -1.053 2.833
C: 2.341 -2.458 1.308
C: 2.944 -3.143 2.378
C: 3.470 -4.415 2.215
C: 3.399 -5.005 0.953
C: 2.817 -4.313 -0.110
C: 2.275 -3.018 0.037
S: 1.623 -2.196 -1.410
C: 2.681 1.061 -1.898
C: 3.893 0.714 -2.465
C: 4.061 0.713 -3.875
C: 2.990 1.088 -4.706
C: 1.781 1.454 -4.145
C: 1.583 1.446 -2.719
S: 0.015 1.948 -2.073
H: 3.589 2.821 0.008
H: 2.224 2.491 1.104
H: 1.914 3.109 -0.501
H: 4.396 0.775 0.408
H: 3.648 -0.657 -0.262
H: 2.533 0.773 2.118
H: 3.697 -0.507 2.248
H: 1.662 -1.040 3.714
H: 0.366 -1.910 2.892
H: 0.420 -0.140 2.860
H: 3.001 -2.673 3.368
H: 3.929 -4.935 3.058
H: 3.800 -6.009 0.789
H: 2.768 -4.772 -1.104
H: 4.726 0.416 -1.835
H: 5.016 0.415 -4.308
H: 3.105 1.089 -5.791
H: 0.940 1.742 -4.777
I: -2.420 -1.370 1.681
C: -3.678 -1.913 0.141
C: -4.876 -2.432 0.512
C: -5.768 -2.864 -0.514
C: -5.393 -2.769 -1.822
C: -4.123 -2.231 -2.195
C: -3.733 -2.170 -3.568
C: -2.514 -1.670 -3.900
C: -1.660 -1.176 -2.875
C: -1.967 -1.180 -1.557
C: -3.218 -1.752 -1.205
H: -5.147 -2.526 1.559
H: -6.738 -3.277 -0.243
H: -6.065 -3.112 -2.612
H: -4.419 -2.538 -4.336
H: -2.199 -1.632 -4.943
H: -0.719 -0.762 -3.205
C: -2.038 3.672 0.448
C: -2.132 2.184 0.691
O: -0.988 1.670 1.428
C: -0.944 2.081 2.777
C: 0.374 2.697 3.112
H: -2.968 4.023 -0.044
H: -1.188 3.920 -0.196
H: -1.936 4.229 1.401
H: -2.196 1.618 -0.227
H: -3.020 1.935 1.245
H: -1.154 1.218 3.389
H: -1.750 2.794 2.954
H: 1.205 1.986 3.024
H: 0.348 3.056 4.157
H: 0.581 3.553 2.453

E_LUMO (spin up / spin down) = 0.2190 / 0.2197 eV
net charge = 0
<S²> = 3.755
electronic energy = -3003.84276 a.u.
frontier orbital gap (spin up / spin down) = 7.44 / 7.45 eV
energy relative to the best compared isomer or geometry (same formula, charge and spin) = 14.6 kcal/mol
multiplicity = 4



Record 2
C30H34N3O7PSe4Zr | wB97M-V/def2-TZVPD

Element x y z (Å)
Zr: -0.645 0.321 -1.186
O: 1.981 3.846 2.504
C: 2.968 3.331 1.748
C: 4.269 3.783 1.976
C: 5.320 3.290 1.226
C: 5.100 2.341 0.232
C: 3.814 1.886 0.007
C: 2.740 2.365 0.755
C: 1.392 1.813 0.484
O: 1.283 0.832 -0.317
N: 0.371 2.344 1.114
N: -0.791 1.678 0.759
C: -1.800 1.915 1.517
C: -3.087 1.281 1.399
C: -4.167 1.773 2.143
C: -5.398 1.159 2.098
C: -5.555 0.015 1.307
C: -4.506 -0.502 0.582
C: -3.247 0.125 0.603
O: -2.251 -0.364 -0.081
H: 1.134 3.436 2.186
H: 4.424 4.526 2.748
H: 6.324 3.655 1.414
H: 5.922 1.962 -0.361
H: 3.599 1.151 -0.760
H: -1.661 2.635 2.324
H: -4.021 2.663 2.746
H: -6.235 1.562 2.651
H: -6.524 -0.467 1.254
H: -4.620 -1.377 -0.045
Se: 0.540 -2.166 -1.260
Se: 1.172 -1.781 -3.498
Se: 2.306 0.259 -3.400
Se: 0.547 1.814 -3.228
O: -5.580 5.700 -2.197
C: -5.643 4.556 -2.692
O: -6.532 4.024 -3.380
C: -4.416 3.653 -2.392
C: -3.360 4.132 -1.625
C: -2.296 3.304 -1.331
N: -2.230 2.039 -1.764
C: -3.219 1.587 -2.550
C: -4.324 2.353 -2.872
C: -3.021 0.178 -3.083
O: -3.874 -0.350 -3.768
O: -1.880 -0.340 -2.746
H: -3.403 5.151 -1.267
H: -1.460 3.648 -0.733
H: -5.109 1.946 -3.493
C: 0.681 0.233 4.161
C: -0.014 -1.117 3.961
C: -1.517 -0.949 4.183
P: 0.334 -1.695 2.225
C: 2.134 -2.226 2.307
C: 2.703 -2.604 3.677
C: 3.028 -1.179 1.640
C: -0.512 -3.357 2.091
C: -0.447 -4.289 3.298
C: -1.946 -3.203 1.576
H: 0.475 0.623 5.163
H: 0.323 0.963 3.432
H: 1.763 0.168 4.043
H: 0.374 -1.833 4.693
H: -1.967 -0.354 3.382
H: -1.704 -0.430 5.128
H: -2.041 -1.904 4.217
H: 2.152 -3.114 1.666
H: 2.779 -1.730 4.327
H: 3.716 -3.000 3.557
H: 2.111 -3.353 4.201
H: 3.044 -0.244 2.205
H: 2.681 -0.954 0.632
H: 4.058 -1.547 1.582
H: 0.058 -3.818 1.275
H: -0.895 -3.836 4.187
H: 0.576 -4.572 3.545
H: -1.001 -5.209 3.089
H: -2.597 -2.712 2.301
H: -2.371 -4.189 1.365
H: -1.970 -2.614 0.660

E_LUMO = 3.8919 eV
net charge = -2
electronic energy = -11849.09609 a.u.
frontier orbital gap = 6.61 eV
energy relative to the best compared isomer or geometry (same formula, charge and spin) = 0.3 kcal/mol



Record 3
C30H34N7O6PSTl | wB97M-V/def2-TZVPD

Element x y z (Å)
Tl: 0.580 0.205 -0.023
O: 2.874 2.030 0.618
C: 3.572 2.211 -0.606
C: 3.652 0.923 -1.401
N: 2.341 0.403 -1.835
C: 1.721 1.340 -2.786
C: 0.813 2.405 -2.172
O: 0.633 3.435 -2.790
O: 0.212 2.098 -1.066
C: 2.484 -0.953 -2.396
C: 1.615 -2.061 -1.782
O: 1.825 -3.190 -2.174
O: 0.677 -1.739 -0.947
H: 3.357 1.389 1.153
H: 3.040 2.992 -1.149
H: 4.588 2.574 -0.429
H: 4.291 1.081 -2.279
H: 4.135 0.165 -0.782
H: 2.479 1.855 -3.383
H: 1.086 0.783 -3.477
H: 2.236 -0.953 -3.459
H: 3.520 -1.290 -2.332
C: 3.291 -2.100 4.756
N: 3.133 -1.700 3.364
C: 3.906 -2.149 2.330
C: 3.395 -1.585 1.198
N: 2.329 -0.796 1.525
C: 2.178 -0.888 2.839
P: 0.744 -0.317 3.816
C: -0.495 -1.265 2.887
N: -0.629 -1.240 1.574
C: -1.562 -2.174 1.250
C: -2.001 -2.780 2.393
N: -1.323 -2.194 3.427
C: -1.453 -2.549 4.833
C: 0.459 1.315 3.079
N: 0.288 1.605 1.796
C: 0.053 2.946 1.705
C: 0.075 3.474 2.963
N: 0.334 2.442 3.820
C: 0.460 2.562 5.267
H: 4.339 -2.319 4.938
H: 2.980 -1.290 5.411
H: 2.698 -2.988 4.970
H: 4.734 -2.818 2.484
H: 3.718 -1.733 0.182
H: -1.840 -2.351 0.227
H: -2.728 -3.555 2.558
H: -2.366 -3.124 4.960
H: -0.608 -3.151 5.161
H: -1.519 -1.651 5.443
H: -0.095 3.422 0.753
H: -0.066 4.481 3.314
H: 0.222 3.584 5.544
H: -0.235 1.891 5.767
H: 1.477 2.338 5.583
O: -1.782 0.129 -0.606
S: -2.374 1.053 -1.654
C: -4.027 0.423 -1.922
C: -4.361 -0.870 -1.559
C: -5.652 -1.320 -1.794
C: -6.586 -0.478 -2.384
C: -6.239 0.820 -2.733
C: -4.954 1.282 -2.493
C: -1.662 0.522 -3.209
C: -1.239 -0.792 -3.354
C: -0.663 -1.180 -4.554
C: -0.520 -0.259 -5.587
C: -0.941 1.054 -5.423
C: -1.510 1.456 -4.222
H: -3.619 -1.503 -1.093
H: -5.929 -2.328 -1.518
H: -7.591 -0.834 -2.568
H: -6.972 1.476 -3.183
H: -4.677 2.297 -2.749
H: -1.328 -1.488 -2.530
H: -0.318 -2.199 -4.678
H: -0.069 -0.567 -6.521
H: -0.812 1.772 -6.221
H: -1.795 2.489 -4.065

E_LUMO = -2.3085 eV
net charge = +1
electronic energy = -2910.18819 a.u.
frontier orbital gap = 9.05 eV
energy relative to the best compared isomer or geometry (same formula, charge and spin) = 0.0 kcal/mol



Record 4
C30H34NO7RuS2 | wB97M-V/def2-TZVPD

Element x y z (Å)
C: 0.363 -0.248 -7.030
C: 0.210 -0.888 -5.635
C: -0.092 1.226 -6.900
C: -0.853 1.385 -5.533
H: -0.773 1.461 -7.727
H: 0.795 1.876 -6.981
C: -0.944 -0.138 -4.979
H: 1.137 -0.760 -5.051
H: 0.038 -1.968 -5.754
C: -1.273 -0.649 -3.537
H: -1.849 -0.468 -5.531
H: -1.885 1.700 -5.780
C: -0.334 2.509 -4.740
C: 1.784 -0.396 -7.561
C: -0.416 -0.942 -8.153
O: -1.009 -0.345 -9.039
O: 2.786 -0.366 -6.853
O: 1.839 -0.587 -8.891
O: -0.408 -2.283 -8.125
C: -1.020 -2.798 -9.318
H: -0.931 -3.883 -9.262
H: -0.484 -2.400 -10.186
H: -2.067 -2.481 -9.367
C: 3.174 -0.716 -9.386
H: 3.795 0.129 -9.063
H: 3.078 -0.734 -10.472
H: 3.619 -1.651 -9.020
O: -0.352 -0.530 -2.468
H: -1.341 -1.755 -3.632
H: -2.281 -0.276 -3.259
C: -1.253 3.250 -3.847
C: 1.125 2.551 -4.541
H: 1.633 3.311 -5.165
H: 1.577 1.580 -4.805
H: 1.379 2.775 -3.493
H: -0.815 3.446 -2.856
H: -2.185 2.689 -3.667
H: -1.535 4.229 -4.265
Ru: -0.185 -0.053 -0.655
C: -2.231 0.039 1.269
C: -3.160 0.057 0.204
C: -2.795 -0.937 -0.731
H: -4.054 0.680 0.134
C: -1.614 -1.620 -0.249
C: -1.204 -0.947 0.984
H: -0.507 -1.355 1.712
H: -2.317 0.555 2.224
H: -3.362 -1.256 -1.604
H: -1.278 -2.613 -0.522
C: 2.296 0.964 -0.475
C: 1.755 -0.203 0.184
C: 1.659 -1.246 -0.831
H: 1.669 -0.378 1.254
C: 2.117 -0.674 -2.073
C: 2.535 0.651 -1.835
H: 3.078 1.287 -2.533
H: 2.508 1.896 0.024
H: 1.469 -2.287 -0.601
H: 2.222 -1.205 -3.017
O: 3.163 2.852 3.897
S: 2.291 1.768 3.518
O: 2.755 0.405 3.665
N: 1.621 1.990 2.015
C: 0.304 2.044 1.986
S: -0.472 1.990 0.434
C: -0.295 2.120 3.332
C: -1.616 2.241 3.793
C: -1.905 2.024 5.150
C: -0.868 1.774 6.067
C: 0.460 1.745 5.627
C: 0.715 1.934 4.277
H: -2.395 2.517 3.080
H: -2.940 2.038 5.505
H: -1.085 1.586 7.116
H: 1.301 1.539 6.283

E_LUMO (spin up / spin down) = 3.4695 / 3.4685 eV
net charge = -2
<S²> = 8.850
electronic energy = -2636.01224 a.u.
frontier orbital gap (spin up / spin down) = 2.39 / 4.59 eV
energy relative to the best compared isomer or geometry (same formula, charge and spin) = 51.7 kcal/mol
multiplicity = 6



Record 5
C30H34NO8STm | wB97M-V/def2-TZVPD

Element x y z (Å)
C: -0.440 -0.074 -6.664
C: -1.170 -1.263 -5.896
C: -0.686 1.235 -5.847
C: -1.549 0.858 -4.676
H: -1.111 2.018 -6.487
H: 0.294 1.571 -5.478
C: -1.330 -0.680 -4.496
H: -0.534 -2.170 -5.922
H: -2.167 -1.441 -6.352
C: -0.046 -0.691 -3.699
H: -2.066 -1.203 -3.876
H: -2.617 1.023 -4.900
C: -1.014 1.426 -3.362
C: 1.048 -0.310 -6.607
C: -0.615 0.140 -8.183
O: -0.734 1.265 -8.643
O: 1.675 -0.670 -5.599
O: 1.661 0.021 -7.751
O: -0.611 -0.925 -9.007
C: -0.105 -2.202 -8.554
H: -0.855 -2.697 -7.917
H: 0.858 -2.102 -8.011
H: 0.064 -2.768 -9.476
C: 3.091 0.015 -7.603
H: 3.381 0.524 -6.672
H: 3.416 0.552 -8.490
H: 3.490 -1.011 -7.595
O: 0.105 0.617 -3.102
H: 0.843 -0.719 -4.389
H: 0.160 -1.509 -2.974
C: -2.303 1.379 -2.561
C: -0.510 2.841 -3.144
H: -1.223 3.660 -3.335
H: 0.415 3.068 -3.701
H: -0.260 2.936 -2.067
H: -2.209 1.587 -1.500
H: -2.856 0.446 -2.695
H: -2.965 2.177 -2.946
Tm: 0.234 0.410 1.318
C: -1.528 -1.095 2.037
C: -2.050 -0.678 0.749
C: -1.304 -1.344 -0.269
H: -2.954 -0.078 0.581
C: -0.331 -2.161 0.364
C: -0.449 -2.008 1.775
H: 0.046 -2.623 2.537
H: -1.926 -0.854 3.024
H: -1.574 -1.373 -1.334
H: 0.278 -2.918 -0.134
C: 2.362 1.403 0.942
C: 2.607 0.196 1.690
C: 2.545 -0.887 0.769
H: 2.939 0.146 2.728
C: 2.227 -0.377 -0.522
C: 2.035 1.037 -0.417
H: 1.871 1.726 -1.254
H: 2.519 2.406 1.330
H: 2.844 -1.904 1.015
H: 2.282 -0.933 -1.463
O: 1.885 4.116 4.452
S: 1.375 2.819 4.120
O: 2.218 1.649 4.300
N: 0.764 2.753 2.581
C: -0.551 2.560 2.518
O: -1.081 2.207 1.372
C: -1.195 2.509 3.840
C: -2.466 1.986 4.112
C: -2.795 1.689 5.434
C: -1.879 1.897 6.476
C: -0.577 2.312 6.174
C: -0.242 2.590 4.848
H: -3.126 1.778 3.266
H: -3.780 1.293 5.662
H: -2.169 1.686 7.508
H: 0.163 2.433 6.958

E_LUMO (spin up / spin down) = 3.2358 / 3.2361 eV
net charge = -2
<S²> = 2.064
electronic energy = -3303.49820 a.u.
frontier orbital gap (spin up / spin down) = 1.65 / 1.89 eV
multiplicity = 3



Record 6
C30H35BCaN4O4S2 | wB97M-V/def2-TZVPD

Element x y z (Å)
Ca: 0.426 -0.207 -0.192
C: 6.661 -0.443 -1.983
C: 6.170 -0.417 -0.538
N: 5.335 -1.543 -0.178
C: 6.001 -2.779 0.191
C: 6.048 -3.821 -0.926
C: 3.951 -1.522 -0.247
S: 3.224 -0.072 -0.917
N: 3.372 -2.630 0.141
C: 2.056 -2.772 0.462
O: 1.332 -1.784 0.901
C: 1.498 -4.093 0.433
C: 2.285 -5.247 0.171
C: 1.732 -6.507 0.173
C: 0.369 -6.705 0.426
C: -0.419 -5.582 0.689
C: 0.122 -4.314 0.703
H: 7.294 0.424 -2.185
H: 5.804 -0.414 -2.657
H: 7.242 -1.343 -2.190
H: 5.602 0.494 -0.369
H: 7.027 -0.407 0.145
H: 5.493 -3.207 1.057
H: 7.020 -2.518 0.490
H: 5.036 -4.050 -1.252
H: 6.515 -4.742 -0.565
H: 6.618 -3.460 -1.783
H: 3.340 -5.110 -0.023
H: 2.370 -7.364 -0.022
H: -0.061 -7.698 0.416
H: -1.481 -5.706 0.881
H: -0.513 -3.455 0.885
O: -1.573 -1.278 -0.248
N: -2.249 -0.998 0.828
C: -3.539 -0.621 0.711
C: -4.283 -0.317 1.825
C: -3.702 -0.389 3.085
C: -2.374 -0.777 3.178
C: -1.655 -1.082 2.043
H: -3.891 -0.571 -0.306
H: -5.312 -0.014 1.693
H: -4.271 -0.151 3.971
H: -1.873 -0.853 4.133
H: -0.623 -1.431 2.035
S: -3.058 4.294 -1.509
C: -2.740 4.129 0.166
C: -2.409 2.842 0.444
N: -2.411 1.987 -0.626
C: -2.746 2.615 -1.708
H: -2.774 4.971 0.837
H: -2.103 2.473 1.412
H: -2.783 2.152 -2.683
C: 0.409 8.431 -1.804
C: 1.723 8.065 -1.099
C: 2.086 9.211 -0.154
C: 2.839 7.941 -2.145
C: 1.555 6.733 -0.366
C: 1.722 6.610 1.010
C: 1.564 5.389 1.676
C: 1.230 4.290 0.921
O: 1.000 3.007 1.301
B: 0.666 2.241 0.130
O: 0.731 3.182 -0.959
C: 1.064 4.397 -0.456
C: 1.220 5.594 -1.114
H: 0.506 9.390 -2.319
H: -0.406 8.507 -1.081
H: 0.131 7.678 -2.542
H: 2.191 10.135 -0.727
H: 3.032 9.025 0.357
H: 1.313 9.370 0.600
H: 2.970 8.887 -2.678
H: 2.613 7.168 -2.879
H: 3.785 7.679 -1.668
H: 1.987 7.476 1.601
H: 1.703 5.312 2.746
H: 1.085 5.636 -2.187

E_LUMO (spin up / spin down) = 1.8927 / 1.8925 eV
net charge = -1
<S²> = 0.773
electronic energy = -3183.10934 a.u.
frontier orbital gap (spin up / spin down) = 3.02 / 6.17 eV
energy relative to the best compared isomer or geometry (same formula, charge and spin) = 8.6 kcal/mol
multiplicity = 2



> Look up the electronic energy of the third one.

-2910.18819 a.u.



> Which formula does entry 3 have?

C30H34N7O6PSTl



Please write out number 3 again, unchanged.
C30H34N7O6PSTl | wB97M-V/def2-TZVPD

Element x y z (Å)
Tl: 0.580 0.205 -0.023
O: 2.874 2.030 0.618
C: 3.572 2.211 -0.606
C: 3.652 0.923 -1.401
N: 2.341 0.403 -1.835
C: 1.721 1.340 -2.786
C: 0.813 2.405 -2.172
O: 0.633 3.435 -2.790
O: 0.212 2.098 -1.066
C: 2.484 -0.953 -2.396
C: 1.615 -2.061 -1.782
O: 1.825 -3.190 -2.174
O: 0.677 -1.739 -0.947
H: 3.357 1.389 1.153
H: 3.040 2.992 -1.149
H: 4.588 2.574 -0.429
H: 4.291 1.081 -2.279
H: 4.135 0.165 -0.782
H: 2.479 1.855 -3.383
H: 1.086 0.783 -3.477
H: 2.236 -0.953 -3.459
H: 3.520 -1.290 -2.332
C: 3.291 -2.100 4.756
N: 3.133 -1.700 3.364
C: 3.906 -2.149 2.330
C: 3.395 -1.585 1.198
N: 2.329 -0.796 1.525
C: 2.178 -0.888 2.839
P: 0.744 -0.317 3.816
C: -0.495 -1.265 2.887
N: -0.629 -1.240 1.574
C: -1.562 -2.174 1.250
C: -2.001 -2.780 2.393
N: -1.323 -2.194 3.427
C: -1.453 -2.549 4.833
C: 0.459 1.315 3.079
N: 0.288 1.605 1.796
C: 0.053 2.946 1.705
C: 0.075 3.474 2.963
N: 0.334 2.442 3.820
C: 0.460 2.562 5.267
H: 4.339 -2.319 4.938
H: 2.980 -1.290 5.411
H: 2.698 -2.988 4.970
H: 4.734 -2.818 2.484
H: 3.718 -1.733 0.182
H: -1.840 -2.351 0.227
H: -2.728 -3.555 2.558
H: -2.366 -3.124 4.960
H: -0.608 -3.151 5.161
H: -1.519 -1.651 5.443
H: -0.095 3.422 0.753
H: -0.066 4.481 3.314
H: 0.222 3.584 5.544
H: -0.235 1.891 5.767
H: 1.477 2.338 5.583
O: -1.782 0.129 -0.606
S: -2.374 1.053 -1.654
C: -4.027 0.423 -1.922
C: -4.361 -0.870 -1.559
C: -5.652 -1.320 -1.794
C: -6.586 -0.478 -2.384
C: -6.239 0.820 -2.733
C: -4.954 1.282 -2.493
C: -1.662 0.522 -3.209
C: -1.239 -0.792 -3.354
C: -0.663 -1.180 -4.554
C: -0.520 -0.259 -5.587
C: -0.941 1.054 -5.423
C: -1.510 1.456 -4.222
H: -3.619 -1.503 -1.093
H: -5.929 -2.328 -1.518
H: -7.591 -0.834 -2.568
H: -6.972 1.476 -3.183
H: -4.677 2.297 -2.749
H: -1.328 -1.488 -2.530
H: -0.318 -2.199 -4.678
H: -0.069 -0.567 -6.521
H: -0.812 1.772 -6.221
H: -1.795 2.489 -4.065

E_LUMO = -2.3085 eV
net charge = +1
electronic energy = -2910.18819 a.u.
frontier orbital gap = 9.05 eV
energy relative to the best compared isomer or geometry (same formula, charge and spin) = 0.0 kcal/mol